{
  "formula": "C56H154N14O14",
  "method": "ωB97M-V/def2-TZVPD",
  "e_tot_ha": -4045.6049,
  "e_lumo_ha": 0.0158,
  "multiplicity": 1,
  "homo_ev": -8.71,
  "charge": 0,
  "orbital_gap_ev": 9.141,
  "species": ["N", "H", "C", "H", "O", "H", "H", "N", "C", "H", "H", "H", "H", "C", "H", "C", "N", "N", "N", "H", "C", "H", "C", "H", "H", "H", "H", "H", "H", "C", "H", "H", "O", "H", "H", "C", "H", "H", "H", "H", "C", "H", "H", "H", "O", "H", "C", "C", "H", "N", "N", "C", "H", "H", "H", "H", "H", "H", "C", "H", "C", "H", "H", "H", "H", "H", "C", "H", "H", "H", "H", "H", "C", "H", "H", "H", "H", "O", "H", "H", "C", "H", "H", "O", "C", "H", "H", "H", "C", "C", "H", "H", "H", "H", "H", "O", "H", "C", "C", "C", "H", "H", "H", "H", "N", "N", "C", "C", "H", "H", "O", "H", "H", "H", "H", "H", "H", "C", "H", "H", "H", "H", "H", "O", "C", "N", "H", "H", "C", "C", "C", "H", "H", "C", "H", "H", "C", "H", "H", "H", "H", "H", "C", "C", "N", "C", "H", "H", "O", "H", "C", "N", "C", "H", "C", "H", "H", "H", "C", "H", "H", "H", "H", "H", "C", "H", "H", "H", "C", "C", "N", "H", "H", "H", "H", "H", "O", "H", "H", "H", "H", "H", "H", "H", "C", "H", "H", "O", "H", "H", "C", "H", "H", "C", "C", "H", "H", "H", "N", "C", "O", "H", "H", "O", "H", "H", "H", "C", "H", "C", "C", "H", "H", "H", "C", "H", "C", "H", "H", "H", "C", "O", "H", "H", "H", "C", "H", "H", "H", "H", "H", "C", "H", "H", "H", "C", "H", "H"],
  "xyz": [[-2.162, -5.063, 6.828], [-4.799, 1.286, 0.947], [-4.701, -0.018, 5.017], [-4.838, 1.126, 2.566], [6.194, -1.907, -0.257], [-1.397, -7.281, 0.353], [3.882, -0.356, 8.885], [1.278, -5.273, 0.166], [2.443, 4.310, -3.887], [-6.017, -3.827, 0.385], [9.001, -0.955, -3.605], [5.863, 3.214, 1.399], [-2.822, -5.052, -3.146], [8.651, -2.713, -1.834], [0.685, -0.931, -7.118], [5.413, -1.269, 0.707], [8.449, -0.570, -2.848], [4.151, 1.211, 4.063], [-5.062, 1.768, 1.803], [-2.323, -1.128, 3.982], [-0.723, -4.950, -1.236], [8.096, -3.525, -1.346], [5.622, -5.011, -3.281], [-0.210, -0.138, -3.908], [2.370, -1.493, 4.727], [-5.021, -4.763, -4.645], [0.753, 7.400, 1.125], [-1.021, 2.980, -1.685], [-2.280, 0.654, 4.260], [-6.108, 0.562, 4.878], [-3.147, 2.459, 2.310], [2.455, 3.991, -2.838], [2.745, -0.265, 7.165], [-0.151, -3.112, -7.658], [-4.514, -4.425, 1.199], [1.033, 7.729, -3.836], [6.030, -0.663, 1.385], [3.016, 6.812, -3.692], [3.769, 7.474, -1.623], [-2.230, 3.611, 4.177], [-5.220, -1.439, -0.543], [-2.332, -7.593, 5.818], [-6.939, -0.442, 6.578], [-2.488, -7.112, 4.096], [0.830, 1.056, 1.084], [-5.107, 7.326, -0.097], [4.557, 6.732, -1.480], [-6.761, 0.587, 6.261], [4.533, 0.424, 6.420], [-2.424, -4.789, -5.154], [-0.329, 7.400, -3.416], [1.969, 6.562, -3.495], [3.107, -4.230, -3.737], [-4.848, 3.416, 3.871], [2.705, 0.385, 1.581], [6.653, -0.038, -1.221], [-3.344, 4.490, 5.285], [7.832, -0.702, -0.125], [-0.154, 2.475, -1.270], [-4.269, 6.406, 1.025], [-4.496, -3.995, -4.060], [-4.618, -3.072, -4.650], [-3.932, 8.772, -1.692], [-6.104, 1.079, 6.981], [-1.783, -4.117, 6.890], [2.284, 4.186, 0.915], [2.899, -0.004, 8.540], [4.769, -1.849, 1.372], [1.869, 6.370, -2.421], [-4.037, -1.402, 1.807], [0.802, 2.577, -1.790], [2.227, 0.821, 4.470], [1.002, -2.722, -6.000], [0.717, 9.757, -3.294], [2.160, -0.653, 9.007], [-3.723, -6.710, 5.256], [-2.178, 8.857, -1.714], [1.630, 5.401, -4.230], [3.444, -7.419, -3.260], [-7.911, 0.023, 4.077], [3.310, -1.071, 4.355], [-5.409, -3.190, 1.939], [-0.824, -5.734, 5.424], [-0.814, -6.326, -1.507], [1.555, 9.058, -3.324], [-6.851, -4.072, -1.741], [0.486, -4.426, -7.066], [-5.163, 0.204, -2.827], [-5.121, -3.556, 0.951], [-3.041, 8.715, -1.066], [4.781, 6.479, -2.526], [-3.024, 9.494, -0.303], [-6.962, -3.107, -3.262], [-6.757, -4.786, -3.314], [-5.885, -0.962, 0.196], [-5.038, -3.877, -2.780], [-2.299, -2.287, -4.348], [-0.053, -4.684, 0.119], [3.166, 0.380, 4.813], [7.659, -1.584, -2.124], [2.517, -4.124, -6.672], [0.616, -2.639, -0.408], [-2.121, 5.388, 4.524], [-0.123, -4.444, -2.000], [5.320, 2.656, 0.740], [-1.584, 0.549, -1.701], [2.400, -3.045, -6.567], [-3.002, -4.292, -3.907], [-2.864, -1.182, 0.758], [-2.591, -2.538, -2.601], [-0.696, 6.961, -0.348], [3.265, -2.729, -5.975], [-3.717, -2.901, -0.636], [1.173, 0.772, -3.606], [-0.509, -1.162, -5.931], [-0.689, -0.317, 0.786], [4.714, -2.547, -2.252], [1.767, 0.018, 1.170], [-1.429, -4.925, -5.040], [3.269, -1.208, 3.278], [5.775, 4.855, -0.059], [0.601, -2.836, 1.243], [3.244, 3.187, 2.081], [3.981, 5.665, -0.768], [3.661, -2.573, -1.983], [0.038, -3.570, -6.767], [5.925, -4.226, -2.573], [5.234, 4.330, -1.664], [-1.722, -7.004, -0.655], [0.551, 0.441, -4.438], [-2.729, -0.159, 3.684], [9.151, -3.080, -2.726], [2.156, 3.443, -4.481], [3.278, 3.909, 1.268], [-1.911, 6.281, 1.165], [-2.429, 0.033, 2.653], [-4.088, 2.872, 1.917], [2.003, -0.394, 0.177], [-0.423, 6.397, -3.306], [-2.495, -4.105, -5.898], [3.469, -1.785, -1.258], [-3.008, -3.848, 4.519], [-2.784, 4.539, 4.343], [-2.640, -6.807, 5.131], [-6.952, -0.288, 4.024], [-2.060, -4.391, 4.442], [-2.932, 4.148, 0.592], [4.683, -0.565, 0.283], [-1.081, -3.380, 4.722], [-5.851, 0.981, -1.325], [-4.575, 3.913, 2.939], [4.046, -6.773, -3.768], [4.334, -5.698, -2.805], [6.504, -5.649, -3.298], [4.254, 3.458, 0.172], [-0.896, -2.673, 0.404], [4.960, 1.964, 1.395], [-3.160, -4.831, 6.842], [7.071, -0.991, -0.859], [7.817, 0.044, -3.363], [3.641, 2.933, -0.573], [-5.916, -1.843, -1.286], [2.078, 9.060, -2.363], [-1.666, -0.442, -1.877], [-1.898, -5.524, 5.466], [-0.716, -5.147, 0.855], [-4.772, -0.970, 5.556], [6.879, -1.962, -2.795], [0.215, -3.721, 4.301], [0.515, 6.674, 0.344], [-4.240, 7.193, 0.395], [-4.490, 3.885, -0.073], [4.110, -1.624, 4.846], [-1.656, -4.377, -1.322], [-4.333, 1.495, -1.917], [4.583, 1.989, 4.555], [-4.377, -0.466, -1.109], [3.476, -6.386, -4.518], [1.425, -0.872, 1.707], [-5.384, 4.484, 2.481], [-2.600, -6.382, -0.441], [2.275, -5.362, -2.600], [-1.118, 1.416, 1.007], [1.021, -3.642, 5.035], [-0.426, 0.715, 0.527], [3.465, 4.609, -4.164], [3.279, 1.633, 6.608], [3.161, -3.857, -1.647], [-4.060, 0.624, 5.626], [-1.626, 8.045, 1.123], [4.889, 4.582, -0.657], [0.540, 5.638, 0.680], [1.286, -6.146, -0.355], [-3.726, 3.400, 0.541], [3.159, -4.738, -2.767], [-6.096, 1.606, 4.545], [0.144, 3.041, -0.377], [5.524, -4.460, -4.219], [-3.443, -1.920, 1.159], [-4.368, -2.497, 0.143], [-4.149, -0.234, 3.721], [4.943, 0.575, 3.964], [2.315, 9.457, -3.999], [-3.533, 4.860, 3.191], [3.157, -2.189, -2.880], [1.263, 6.813, -0.436], [3.633, 4.848, 1.716], [-1.806, 7.155, 0.511], [-0.367, 7.773, -2.469], [-4.956, 0.606, -1.834], [-0.385, 0.981, -0.994], [2.547, -2.572, -7.540], [-2.005, -7.900, -1.201], [0.854, -3.064, -4.971], [-2.257, -3.009, -3.528], [0.170, 1.201, -5.117], [-6.436, -3.908, -2.730], [2.838, 1.066, 8.756], [4.418, -6.162, -1.820], [0.511, -3.032, 3.499], [-3.038, 7.339, -0.387], [1.340, -0.421, -5.275], [9.331, -2.459, -1.018], [-2.415, 0.903, -1.254], [1.940, -4.684, -0.339], [0.569, -1.284, -6.081], [-1.206, -3.307, -3.493], [0.365, -4.697, 3.829], [-3.043, 6.575, -1.177], [-2.070, -4.675, 3.383], [-3.382, 2.523, -0.013], [3.451, 0.592, 6.303], [5.452, 7.136, -1.002], [-6.557, -0.163, 3.097], [-7.714, 1.114, 6.223], [0.065, -3.198, 0.362], [0.505, 0.423, -1.294], [1.096, 7.831, -4.926]],
  "forces_ev_per_a": [[-0.859, 0.646, -0.227], [-0.269, -0.282, 0.074], [-0.512, -0.299, -0.227], [-0.260, -0.037, -0.314], [-0.655, -0.288, 0.037], [0.807, -0.015, -0.224], [0.040, 0.131, -0.015], [0.259, -0.380, 0.043], [0.847, 0.027, -0.561], [-0.039, -0.430, 0.305], [0.134, -0.519, 0.323], [0.066, 0.409, -0.446], [-0.336, -0.040, 0.055], [-1.212, -0.626, 1.244], [0.181, -0.201, -0.152], [-0.700, 1.492, 0.864], [-0.726, 1.026, -0.208], [1.179, -0.924, -0.429], [0.358, 0.411, -0.051], [0.288, 0.109, 0.126], [0.552, 1.187, 0.282], [-0.031, -0.228, -0.496], [0.477, 0.890, 1.388], [-0.447, 0.161, -0.476], [0.188, -0.540, -0.054], [0.185, -0.267, 0.218], [-0.279, -0.118, 0.281], [0.181, -0.090, -0.504], [-0.393, 0.008, 0.367], [-0.773, -0.225, 1.077], [0.120, 0.175, 0.118], [-0.319, 0.455, 0.146], [-0.495, -0.080, -0.713], [-0.135, 0.097, 0.109], [0.125, -0.069, -0.526], [0.856, -1.269, -1.023], [0.180, -0.018, -0.051], [0.059, 0.110, -0.150], [0.229, 0.276, 0.576], [0.183, 0.021, 0.252], [-1.174, 0.422, 0.420], [0.097, -0.078, -0.138], [-0.027, 0.036, 0.118], [0.243, -0.050, 0.047], [0.321, 0.157, 0.704], [0.053, -0.110, -0.138], [-0.649, 0.248, -0.667], [0.369, -0.094, -0.064], [0.073, -0.071, 0.066], [-0.568, -0.548, -0.180], [0.319, 0.972, 0.563], [0.062, 0.391, 0.094], [-0.244, 0.283, 0.141], [-0.378, 0.052, -0.016], [-0.169, 0.229, 0.260], [-0.807, -0.104, 0.576], [-0.532, -0.325, -0.306], [0.283, -0.075, -0.210], [1.262, 0.097, 1.034], [0.040, -0.133, -0.129], [0.286, -0.366, -0.688], [0.002, 0.131, 0.173], [-0.037, 0.317, 0.066], [-0.155, 0.030, 0.084], [0.480, -0.240, 0.123], [-0.046, -0.435, -0.141], [0.674, -0.635, -0.418], [0.543, -1.102, -0.457], [0.104, -0.159, 0.115], [0.102, -0.238, 0.272], [-0.561, 0.227, -0.978], [-0.422, -0.523, 0.545], [-0.097, -1.624, -0.462], [0.132, 0.145, 0.100], [-0.164, 0.535, 0.364], [0.000, 0.215, 0.041], [0.027, -0.145, -0.030], [-0.829, 0.113, 0.437], [-0.039, -0.183, -0.477], [-0.013, 0.136, -0.347], [-1.738, 0.213, 0.989], [-0.226, 0.439, -0.195], [-0.013, -0.256, 0.067], [-0.118, 0.166, 0.196], [0.178, 0.304, 0.156], [0.473, 0.386, 0.274], [0.110, -0.145, 0.294], [-0.395, 0.472, -0.186], [-0.539, 0.169, -0.745], [0.135, -0.508, 0.119], [0.420, -0.447, 0.188], [-0.262, 0.065, -0.038], [0.376, 0.573, 0.350], [-0.091, -0.148, 0.152], [0.093, 0.067, 0.197], [-0.170, 0.563, 1.109], [-0.329, 0.055, 0.031], [0.194, 0.186, -0.530], [0.875, 1.237, -0.517], [1.946, -0.769, -0.676], [-0.106, -0.052, -0.090], [0.019, -0.596, -0.495], [0.353, -0.255, -0.305], [0.376, -0.593, -0.148], [0.619, -0.636, 0.270], [0.583, 0.086, -0.351], [0.446, 0.557, 0.640], [0.254, 0.822, -0.610], [-0.020, -0.198, -0.318], [0.080, -0.042, 0.008], [0.151, 0.047, 0.437], [-0.292, 0.229, 0.270], [-0.223, -0.469, 0.007], [0.296, 0.604, -0.482], [0.018, -0.282, 0.577], [-0.088, -0.060, -0.162], [0.159, -0.283, 0.408], [0.139, -0.685, -1.027], [0.007, -0.032, 0.022], [0.385, 0.224, -0.052], [0.076, 0.517, -0.297], [-0.068, -0.868, 0.400], [-0.265, -0.265, -0.207], [0.344, -0.100, -0.047], [-0.262, 0.755, -1.258], [-0.296, 0.848, -0.429], [-0.220, -0.076, 0.115], [-0.049, -0.568, 0.107], [-0.652, 0.106, -0.086], [0.440, -1.185, -0.238], [0.194, -0.522, -0.444], [0.125, -0.002, 0.050], [-0.107, 0.142, -0.120], [0.368, 1.436, 0.079], [-0.170, 0.015, 0.098], [-0.122, -0.137, -0.076], [-0.131, -0.208, 0.365], [0.080, 0.176, -0.159], [0.000, -0.047, -0.180], [-0.009, 0.102, 0.072], [-0.040, -0.595, 0.670], [-0.149, -0.228, 0.452], [0.430, 0.604, -0.009], [-0.431, 0.140, 0.231], [1.389, 0.183, 0.061], [-0.446, 0.699, 0.134], [0.218, -0.253, 0.100], [0.295, 0.128, -0.429], [-0.051, -0.602, 0.015], [-0.282, -0.270, -0.182], [0.835, 0.156, -1.115], [-0.518, -0.238, 0.541], [0.820, 0.208, -1.107], [-0.297, -0.397, -0.332], [-1.163, 0.078, -0.478], [-0.210, -0.391, 0.074], [-0.415, -0.222, -0.441], [-0.019, -0.433, 0.273], [0.593, 0.579, -0.751], [0.026, 0.193, 0.385], [0.322, -0.812, 0.321], [0.296, -0.266, -0.194], [-0.482, -0.333, 0.278], [-0.066, -0.066, 0.348], [0.550, 0.172, -0.704], [0.254, 0.099, 0.375], [-0.030, -0.136, -0.099], [-0.320, -0.112, 0.385], [1.203, 0.444, -1.292], [-0.085, 0.410, -1.280], [-0.181, 0.583, 0.988], [-0.508, -0.233, 0.413], [0.265, 0.198, -0.178], [-0.517, -0.637, 0.335], [0.621, -0.441, 0.074], [-0.646, 0.135, 0.361], [1.329, 0.525, 0.340], [0.116, -0.170, -0.079], [-0.225, 0.286, 0.508], [-0.339, -0.177, 0.330], [-0.191, -0.011, -0.444], [-0.160, 0.107, -0.362], [-0.290, -0.202, -0.085], [-0.544, 0.096, 0.589], [0.201, 0.570, -0.129], [0.176, -0.452, 0.161], [-0.153, 0.121, -0.252], [0.511, 0.849, -0.469], [-0.017, 0.263, -0.187], [-0.221, 0.018, 0.143], [0.101, 0.496, 1.207], [-0.032, 0.012, 0.328], [-0.184, -0.121, 0.236], [0.222, 0.329, -0.215], [-0.285, -0.575, 0.918], [0.367, -0.034, -0.323], [-0.499, -0.315, 0.377], [-0.269, -0.451, -0.246], [-0.294, 0.686, -0.345], [1.384, 0.333, 0.969], [0.308, 0.756, 0.474], [0.087, 0.270, -0.357], [-0.189, -0.010, -0.223], [-0.498, -0.099, 0.484], [-0.246, -0.206, -0.115], [0.334, -0.275, 0.209], [0.206, -0.104, 0.062], [-0.105, -0.202, -0.618], [-0.538, -0.286, 0.052], [-0.886, -0.696, 0.096], [-0.377, 0.020, 0.829], [-0.255, -0.109, -0.116], [-0.176, -0.075, 0.156], [0.557, 0.141, 0.173], [0.345, -0.172, -0.046], [-0.362, 0.471, 0.704], [-0.744, -1.326, -1.524], [-0.432, -0.083, 0.198], [0.380, 0.185, -0.003], [-0.072, 0.144, 0.060], [0.012, 0.048, -0.222], [0.031, -0.441, 0.794], [0.424, 0.486, -0.489], [-0.115, -0.217, 0.069], [-0.185, 0.145, 0.248], [0.017, 0.932, -1.126], [0.088, 0.345, 0.445], [-0.639, -0.227, 0.220], [0.607, -0.045, -0.046], [0.621, -0.355, 0.037], [0.266, 0.222, -0.215], [0.334, -0.246, 0.353], [-0.077, 0.056, 0.114], [-0.745, -0.225, -0.257], [0.009, 0.025, 0.063], [-0.243, 1.660, -0.126], [-0.245, -0.137, -0.592], [-0.425, -0.212, -0.070]],
  "lowdin_charge": [0.042, 0.042, -0.181, 0.027, -0.169, 0.084, 0.088, 0.066, -0.108, 0.064, 0.063, 0.076, 0.128, -0.064, 0.129, -0.138, 0.024, 0.022, 0.080, 0.087, -0.230, 0.072, -0.055, 0.066, 0.068, 0.124, 0.095, 0.079, 0.092, -0.450, 0.115, 0.073, -0.191, 0.076, 0.072, -0.430, 0.087, 0.108, 0.067, 0.082, -0.202, 0.077, 0.081, 0.072, -0.180, 0.072, -0.122, -0.072, 0.128, 0.037, 0.068, -0.223, 0.114, 0.104, 0.069, 0.127, 0.087, 0.133, -0.032, 0.044, -0.208, 0.132, 0.076, 0.078, 0.068, 0.050, -0.105, 0.085, 0.103, 0.043, 0.055, 0.134, -0.404, 0.081, 0.091, 0.077, 0.057, -0.167, 0.072, 0.073, -0.045, 0.077, 0.125, -0.173, -0.060, 0.077, 0.065, 0.094, -0.039, -0.051, 0.080, 0.081, 0.093, 0.088, 0.128, -0.187, 0.078, -0.418, -0.402, -0.432, 0.065, 0.078, 0.089, 0.114, 0.038, 0.078, -0.058, -0.408, 0.040, 0.059, -0.221, 0.067, 0.110, 0.074, 0.117, 0.103, 0.059, -0.110, 0.046, 0.050, 0.122, 0.049, 0.056, -0.203, -0.081, 0.028, 0.049, 0.126, -0.101, -0.073, -0.085, 0.075, 0.083, -0.046, 0.110, 0.058, -0.418, 0.073, 0.068, 0.056, 0.069, 0.124, -0.112, -0.059, 0.057, -0.188, 0.070, 0.067, -0.199, 0.093, -0.167, 0.034, -0.417, 0.078, -0.427, 0.059, 0.039, 0.073, -0.218, 0.071, 0.127, 0.106, 0.068, 0.056, -0.452, 0.119, 0.132, 0.120, -0.122, -0.077, 0.041, 0.089, 0.092, 0.101, 0.070, 0.071, -0.227, 0.065, 0.071, 0.128, 0.088, 0.115, 0.116, 0.085, -0.188, 0.090, 0.124, -0.190, 0.125, 0.130, -0.198, 0.075, 0.066, -0.045, -0.205, 0.116, 0.065, 0.082, 0.062, -0.392, -0.248, 0.064, 0.078, -0.204, 0.088, 0.065, 0.082, -0.190, 0.036, -0.094, -0.405, 0.082, 0.091, 0.120, -0.068, 0.099, -0.126, 0.087, 0.147, 0.064, -0.441, -0.187, 0.082, 0.027, 0.038, -0.236, 0.054, 0.093, 0.132, 0.117, 0.048, -0.225, 0.096, 0.051, 0.077, -0.059, 0.118, 0.133]
}